Record 1
C47H57FN9OP2SV | ωB97M-V with the def2-TZVPD basis set

Geometry (Å):
V  0.89313  0.36626  0.86816
O  3.44260  -0.80033  -0.17716
C  2.85843  0.19967  0.28321
C  3.86223  1.37516  0.51878
C  5.23713  1.19780  0.39772
C  6.10979  2.24541  0.63796
C  5.61141  3.49769  1.00073
C  4.24550  3.68171  1.11967
C  3.37009  2.61981  0.88228
P  1.52479  2.72565  0.96602
C  1.24173  3.80202  -0.51200
C  1.51282  5.16672  -0.58103
C  1.32775  5.86752  -1.76480
C  0.86907  5.21162  -2.90100
C  0.60210  3.85067  -2.84581
C  0.78774  3.14924  -1.65912
C  1.30762  3.87723  2.37953
C  2.04775  3.66171  3.54288
C  1.84725  4.44883  4.66712
C  0.89549  5.46037  4.65291
C  0.13603  5.66950  3.50956
C  0.33875  4.87786  2.38648
H  5.58794  0.21134  0.11771
H  7.18023  2.09613  0.54918
H  6.28780  4.32327  1.19009
H  3.85832  4.65297  1.41022
H  1.87431  5.69244  0.29538
H  1.54389  6.92863  -1.80020
H  0.72201  5.76073  -3.82340
H  0.24101  3.33040  -3.72586
H  0.56860  2.08742  -1.59836
H  2.77705  2.86140  3.57419
H  2.43426  4.26473  5.55857
H  0.73953  6.07554  5.53093
H  -0.61833  6.44711  3.49021
H  -0.27049  5.03957  1.50508
F  -0.37269  0.54826  -0.59924
N  -8.41705  3.50543  -4.05698
C  -7.59400  3.37315  -3.26669
C  -6.55546  3.20761  -2.26207
C  -5.50189  2.33328  -2.48960
C  -4.51394  2.17461  -1.53168
C  -4.57606  2.90614  -0.35050
C  -5.63006  3.78148  -0.12241
C  -6.62271  3.92722  -1.07835
N  -3.55918  2.75693  0.60818
C  -3.66162  2.88187  1.99125
C  -2.41397  2.64208  2.47006
N  -1.54269  2.38984  1.42856
C  -2.24106  2.46499  0.34560
H  -5.46269  1.76433  -3.40860
H  -3.70422  1.47511  -1.69157
H  -5.66195  4.36117  0.78947
H  -7.44489  4.60951  -0.91010
H  -4.59984  3.07658  2.47950
H  -2.07425  2.63336  3.49335
H  -1.85178  2.31785  -0.65020
S  1.32215  0.21062  3.29806
C  0.38315  -1.16006  3.85983
N  -0.78225  -0.91229  4.59269
C  -1.52624  -2.16187  4.68076
C  -0.42074  -3.18033  4.33085
N  0.66052  -2.40860  3.70599
H  -1.26168  -0.05713  4.36535
H  -2.35430  -2.20028  3.96323
H  -1.93287  -2.31534  5.68150
H  -0.77471  -3.95721  3.64893
H  -0.04996  -3.68236  5.23034
H  0.78738  -2.13900  1.58950
N  0.58145  -1.64871  0.71461
P  0.54603  -2.60167  -0.52035
N  1.79042  -3.71141  -0.59462
C  2.59224  -3.97448  -1.78581
C  3.05652  -5.42703  -1.79177
C  3.85782  -5.73009  -0.52813
C  3.03747  -5.37014  0.70788
C  2.56092  -3.92490  0.64206
N  -0.82144  -3.55978  -0.38344
C  -2.00288  -3.10081  0.35947
C  -3.27674  -3.53660  -0.35519
C  -3.37563  -5.07019  -0.42644
C  -1.97497  -5.69940  -0.50152
C  -1.00022  -4.75851  -1.19357
N  0.46016  -1.94467  -2.02900
C  1.52888  -1.06780  -2.54022
C  1.44031  -1.03252  -4.05853
C  0.15265  -0.31834  -4.50791
C  -0.92148  -0.41884  -3.41604
C  -0.85587  -1.74452  -2.67075
H  3.47513  -3.31884  -1.78746
H  2.00119  -3.75270  -2.67231
H  3.65428  -5.61638  -2.68793
H  2.17831  -6.08127  -1.83212
H  4.77153  -5.12492  -0.53609
H  4.16205  -6.77975  -0.50247
H  3.62541  -5.51491  1.61745
H  2.16320  -6.02832  0.76848
H  3.40741  -3.22861  0.65900
H  1.94436  -3.70016  1.51046
H  -1.95113  -2.01901  0.47238
H  -1.99882  -3.52211  1.37282
H  -3.27440  -3.12201  -1.36671
H  -4.14363  -3.11607  0.15907
H  -3.96126  -5.36080  -1.30226
H  -3.90599  -5.45332  0.44879
H  -2.00782  -6.65765  -1.02454
H  -1.59456  -5.89314  0.50503
H  -1.37596  -4.52201  -2.20178
H  -0.02715  -5.23480  -1.31360
H  2.48784  -1.44399  -2.20000
H  1.43052  -0.06536  -2.11686
H  1.44640  -2.06331  -4.42793
H  2.32386  -0.53917  -4.46777
H  -0.21039  -0.75118  -5.44454
H  0.36468  0.73511  -4.70759
H  -1.92138  -0.31543  -3.84956
H  -0.79495  0.37061  -2.67648
H  -1.04591  -2.56497  -3.37704
H  -1.64218  -1.76580  -1.92001

Forces on the atoms, in the same order (eV/Å):
-0.306 0.337 0.157
-0.424 0.048 0.045
1.541 -0.109 -0.337
-0.390 -0.144 0.089
0.137 -0.014 0.003
-0.084 -0.012 -0.008
0.016 -0.068 -0.032
-0.105 0.047 -0.005
-0.202 0.187 0.074
0.722 0.609 -0.108
-0.142 -0.144 0.052
0.052 0.049 0.023
-0.011 -0.036 0.008
-0.004 -0.028 0.025
0.014 0.013 0.062
-0.011 0.057 -0.033
-0.090 -0.052 -0.013
-0.011 -0.021 -0.013
-0.016 0.021 -0.023
-0.010 -0.020 -0.023
0.045 -0.043 0.016
-0.060 0.017 -0.030
0.017 0.009 -0.007
-0.003 0.002 0.000
0.004 -0.014 0.003
0.003 -0.017 -0.002
-0.015 -0.019 -0.016
0.003 -0.002 -0.002
0.001 -0.003 0.004
0.020 0.000 0.001
-0.037 0.031 -0.001
0.003 0.015 -0.009
-0.016 -0.005 -0.003
0.005 0.000 -0.001
-0.001 -0.004 0.000
0.010 -0.006 0.013
-0.343 0.150 -0.434
-0.065 0.013 -0.061
0.447 -0.088 0.445
-0.551 0.093 -0.544
0.297 -0.175 0.064
-0.146 -0.033 -0.234
0.208 -0.038 0.185
-0.229 0.075 -0.122
0.087 0.111 0.321
0.056 0.051 0.061
-0.015 -0.045 -0.205
0.083 0.005 -0.145
0.104 0.057 0.587
-0.281 -0.041 -0.246
0.013 0.014 0.003
-0.003 -0.007 0.006
0.006 0.006 -0.003
0.009 0.000 0.001
-0.006 -0.003 -0.007
0.001 0.014 -0.011
-0.018 -0.049 0.052
-0.226 -0.171 0.504
0.219 0.125 -0.042
0.017 -0.016 0.098
0.027 0.057 -0.032
0.074 0.084 -0.057
-0.084 -0.074 -0.147
0.008 0.015 -0.041
0.006 0.020 -0.047
-0.044 -0.013 0.005
-0.014 -0.039 0.008
0.034 0.008 0.018
-0.091 0.164 0.018
-0.141 -0.571 0.122
-0.363 -0.603 0.115
0.358 0.173 -0.006
-0.060 -0.064 0.125
0.016 0.011 0.034
-0.041 0.020 -0.004
0.026 0.004 -0.039
-0.065 -0.070 -0.105
-0.023 -0.080 -0.126
0.098 -0.078 -0.069
-0.025 -0.026 0.016
0.056 0.045 0.022
-0.037 -0.014 0.014
0.004 0.052 0.035
-0.151 0.271 -0.147
-0.071 -0.134 0.006
-0.032 0.030 0.004
0.011 -0.053 0.073
-0.004 0.022 -0.070
0.129 0.012 0.000
0.003 0.011 -0.022
-0.027 -0.004 -0.014
-0.003 -0.001 0.004
0.015 -0.004 -0.033
0.007 -0.028 0.001
0.011 0.003 -0.004
-0.010 0.000 0.003
0.013 0.002 0.025
0.005 0.026 0.021
0.016 -0.013 0.014
-0.002 0.029 -0.019
0.000 0.022 0.058
-0.008 0.020 0.015
-0.011 -0.005 -0.018
-0.017 0.005 0.010
0.001 -0.005 -0.004
0.000 0.000 0.009
0.000 -0.017 -0.012
0.006 -0.010 -0.001
0.023 0.004 -0.009
0.028 0.001 0.046
-0.006 0.033 0.005
0.027 0.006 -0.006
-0.004 0.003 -0.004
0.012 0.001 -0.002
-0.014 0.000 -0.016
0.016 0.005 -0.002
0.005 0.010 0.021
-0.015 -0.024 0.014
0.011 0.030 0.014

spin multiplicity	4
net charge	-1
HOMO (alpha / beta)	-2.95 / -3.99	eV
relative energy (zero: lowest compared OMol25 entry of this formula, charge and spin)	0.000	eV
largest force on an atom	1.581	eV Å⁻¹

Atom charges from the Mulliken analysis, given in e for atoms 1 to 2: number 1, V, carries 0.40; number 2, O, carries -0.64

---

Record 2
C5H11NO | ωB97M-V with the def2-TZVPD basis set

Geometry (Å):
C  1.13948  -2.17703  1.80008
C  0.84473  -1.06888  1.10035
C  -0.19141  -0.11975  1.60012
C  -0.11525  1.22586  0.81785
N  -0.65959  1.15582  -0.55367
C  0.05904  0.64310  -1.70667
O  -0.89629  0.33326  -2.69331
H  2.01663  -2.77545  1.60133
H  0.38063  -2.49401  2.50869
H  1.52158  -0.85170  0.28601
H  -0.10921  0.12394  2.65684
H  -1.19718  -0.53709  1.48099
H  0.86159  1.69351  0.69416
H  -0.74845  1.94389  1.34470
H  -1.56433  0.70178  -0.53111
H  0.73111  1.42925  -2.05328
H  0.64554  -0.25967  -1.50401
H  -1.03967  -0.60804  -2.64090

Forces on the atoms, in the same order (eV/Å):
-0.850 0.667 -0.842
1.188 -1.581 1.553
0.011 1.386 -1.305
-0.991 -0.282 -0.916
-0.714 -0.004 0.589
0.131 0.000 0.660
0.214 0.408 -0.224
-0.184 -0.243 -0.085
0.527 -0.169 0.494
-0.107 0.614 -0.056
0.390 -0.305 0.178
-0.024 0.134 -0.149
0.321 -0.378 0.582
0.133 0.104 0.002
-0.021 0.051 -0.079
0.013 -0.072 -0.288
0.144 0.022 0.025
-0.181 -0.350 -0.139

net charge	0
HOMO	-8.56	eV
relative energy (zero: lowest compared OMol25 entry of this formula, charge and spin)	2.469	eV
largest force on an atom	2.515	eV Å⁻¹
structure (SMILES)	C=CCCNCO

Atom charges from the natural (NBO) analysis, given in e for atoms 1 to 2: number 1, C, carries -0.38; number 2, C, carries -0.19

---

Record 3
C5H10O | ωB97M-V with the def2-TZVPD basis set

Geometry (Å):
C  -1.18922  -0.89668  -0.50589
C  -0.23601  0.28890  -0.31413
C  -0.97234  1.47927  0.29980
C  0.97687  -0.06939  0.55126
C  2.03114  -0.92263  -0.10563
O  2.01573  -1.28216  -1.25949
H  -2.16488  -0.56489  -0.88441
H  -1.37564  -1.41326  0.44362
H  -0.78219  -1.61864  -1.21805
H  0.14247  0.58507  -1.30079
H  -0.34983  2.38156  0.30089
H  -1.88276  1.69477  -0.26911
H  -1.26380  1.26590  1.33597
H  1.49783  0.84245  0.88600
H  0.67065  -0.57232  1.48219
H  2.88196  -1.19797  0.55777

Forces on the atoms, in the same order (eV/Å):
0.002 -0.070 -0.031
0.007 0.053 -0.015
-0.037 0.047 0.018
-0.040 0.022 -0.043
-0.042 -0.095 -0.343
-0.022 0.153 0.517
0.248 -0.012 0.013
0.037 0.071 -0.080
-0.006 0.017 0.143
-0.067 -0.040 0.118
-0.079 -0.137 0.036
0.120 0.027 0.103
0.002 0.035 -0.130
-0.051 -0.116 -0.061
0.024 0.050 -0.133
-0.096 -0.006 -0.112

net charge	0
HOMO	-9.83	eV
relative energy (zero: lowest compared OMol25 entry of this formula, charge and spin)	0.318	eV
largest force on an atom	0.540	eV Å⁻¹
structure (SMILES)	CC(C)CC=O

Atom charges from the natural (NBO) analysis, given in e for atoms 1 to 2: number 1, C, carries -0.61; number 2, C, carries -0.23

---

Record 4
C2H2O2 | ωB97M-V with the def2-TZVPD basis set

Geometry (Å):
O  -1.33303  -0.59428  -0.02493
C  -0.76284  0.49364  0.06162
C  0.70522  0.48494  -0.01712
O  1.41180  -0.50832  0.00953
H  -1.45359  1.46297  -0.05690
H  1.16909  1.48638  -0.08695

Forces on the atoms, in the same order (eV/Å):
0.734 2.051 0.554
-4.194 -1.840 -1.431
3.035 -0.055 0.452
-1.493 1.285 -0.064
1.871 -1.437 0.613
0.046 -0.004 -0.123

net charge	0
HOMO	-10.47	eV
relative energy (zero: lowest compared OMol25 entry of this formula, charge and spin)	0.559	eV
largest force on an atom	4.798	eV Å⁻¹
structure (SMILES)	O=CC=O

Atom charges from the natural (NBO) analysis, given in e for atoms 1 to 2: number 1, O, carries -0.43; number 2, C, carries 0.28